The following is a quantum chemistry calculation of a cluster of 2 separate species, C5H12NO in total in a non-equilibrium geometry, from OMol25.

Computed properties:
Total charge: +1
HOMO level in eV: -15.271
E in eV: -8907.110
HOMO-LUMO gap in eV: 9.639
Relative energy (zero: lowest compared OMol25 entry of this formula, charge and spin) in kJ/mol: 339.5

Each line ends with the Löwdin charge.
Cartesian coordinates (Å):
C: -0.39938 1.19569 -1.35134  -0.290
C: 1.12303 0.20194 2.05016  -0.063
C: -1.37820 -0.76269 -0.16516  0.024
C: 0.87621 -0.74460 -1.13352  -0.041
C: 0.37421 1.13441 1.10309  0.112
N: -0.18922 0.02151 -0.64225  -0.219
O: 0.21600 1.53902 -2.35465  0.119
H: -1.33175 1.72527 -0.88038  0.185
H: 0.38653 -0.66403 2.09139  0.101
H: 2.08675 -0.21673 1.65134  0.101
H: 1.52048 0.76618 2.93932  0.130
H: -1.04047 -1.64733 0.35508  0.100
H: -1.90048 -0.18176 0.65086  0.123
H: -1.98912 -1.13760 -0.85418  0.065
H: 1.81245 -0.35758 -0.74253  0.102
H: 0.76794 -1.78058 -0.75577  0.121
H: 0.94377 -0.61734 -2.25998  0.141
H: 0.96160 1.92427 0.75342  0.094
H: -0.69319 1.27356 1.29833  0.097

Atomic forces in eV per Å
-1.9 2.6 -2.5
-0.7 -1.0 -1.9
2.2 2.2 4.5
2.0 -1.8 -1.4
-0.2 -2.5 0.8
-0.4 0.5 2.9
-1.3 -0.8 3.0
1.5 -0.3 -1.1
1.3 0.9 1.4
-0.9 0.6 -0.2
-1.2 -0.6 -0.4
0.6 -0.1 0.2
0.1 -0.5 -1.3
-2.5 -0.7 -3.4
0.2 0.0 -0.1
0.2 0.5 -0.7
-0.2 -0.7 1.3
0.4 1.3 -1.2
0.6 0.3 0.0

The following is a quantum chemistry calculation of the ion C5H12NO with charge +1 in a non-equilibrium geometry, from OMol25.

Computed properties:
Total charge: +1
HOMO level in eV: -13.555
E in eV: -8910.035
HOMO-LUMO gap in eV: 9.842
SMILES string: C[C@H]([NH3+])CCC=O
Relative energy (zero: lowest compared OMol25 entry of this formula, charge and spin) in kJ/mol: 57.3

Each line ends with the Löwdin charge.
Cartesian coordinates (Å):
C: -1.67615 1.37172 0.81033  -0.029
C: -0.56872 0.73699 -0.01297  -0.336
N: -0.36165 1.63596 -1.22604  0.227
C: -0.77278 -0.68625 -0.47688  -0.133
C: 0.59773 -1.40665 -0.63992  -0.150
C: 1.47223 -1.59430 0.59839  -0.231
O: 1.78011 -0.70376 1.34025  0.072
H: -1.30997 2.24449 1.35362  0.095
H: -2.15446 0.66415 1.48940  0.099
H: -2.51576 1.76400 0.21956  0.095
H: 0.37149 0.77790 0.55311  0.135
H: -0.89528 1.36136 -2.05410  0.174
H: 0.62381 1.58070 -1.49116  0.171
H: -0.54925 2.62506 -1.05263  0.173
H: -1.22878 -0.82440 -1.46017  0.125
H: -1.23498 -1.28071 0.32183  0.139
H: 1.21446 -0.87171 -1.38208  0.123
H: 0.43142 -2.40399 -1.06125  0.118
H: 1.87239 -2.62251 0.61736  0.131

Atomic forces in eV per Å
-0.8 0.3 -0.1
-0.6 0.6 0.5
1.0 0.0 -0.4
1.7 -1.3 0.4
0.0 0.0 -0.4
-0.1 0.1 -1.2
-0.1 -0.1 0.3
0.1 -0.2 0.2
0.4 0.1 0.1
0.2 -0.3 -0.3
-0.3 0.1 -0.2
-0.2 -0.1 0.2
0.0 0.1 -0.2
-0.1 -0.1 0.3
-0.7 0.3 0.4
-0.7 0.5 -0.4
0.0 -0.2 0.1
-0.1 0.2 0.0
0.2 0.1 0.7